No. 1
Molecular formula: C19H45BN5O8
Method: DFT, ωB97M-V/def2-TZVPD

Element x y z (Å)
1 O 7.197 1.639 2.967
2 O 0.330 0.320 3.148
3 O -1.799 -1.707 -0.203
4 O -6.545 -1.026 0.287
5 O 1.867 0.516 1.413
6 O -1.668 0.462 -4.475
7 O 0.885 2.494 3.195
8 O -0.254 -5.711 -2.520
9 N 0.748 -3.844 -1.789
10 N -2.361 1.658 -6.234
11 N -2.744 0.145 -1.017
12 N -4.963 -2.158 1.399
13 N 4.185 3.709 3.757
14 C 0.761 -5.029 -2.443
15 C 6.171 2.131 3.847
16 C 1.665 3.511 3.773
17 C -2.322 -1.139 -1.151
18 C -0.378 2.405 -4.991
19 C 2.954 3.854 2.936
20 C 5.333 3.146 3.018
21 C -7.171 -1.897 2.426
22 C -1.507 1.430 -5.199
23 C 2.539 0.634 2.645
24 C 2.064 -5.467 -3.064
25 C 5.365 0.897 4.333
26 C -2.522 -1.815 -2.482
27 C -4.393 -2.919 2.494
28 C 1.349 1.196 3.544
29 C -2.339 2.742 -7.196
30 C -6.215 -1.654 1.286
31 C -3.384 0.994 -2.002
32 C 1.840 -2.907 -1.595
33 B 0.706 -0.317 1.846
34 H 1.188 -1.449 1.919
35 H 2.388 -4.744 -3.814
36 H -3.518 0.488 -2.951
37 H -2.764 1.881 -2.151
38 H 5.986 0.350 5.065
39 H -0.154 -3.610 -1.394
40 H -6.786 -1.450 3.345
41 H 3.396 1.298 2.479
42 H 1.562 -1.945 -2.029
43 H 6.036 3.970 2.765
44 H 4.459 4.658 3.963
45 H -7.326 -2.967 2.570
46 H -8.127 -1.437 2.192
47 H 1.044 4.428 3.752
48 H -4.062 -3.888 2.116
49 H -3.527 -2.382 2.884
50 H 5.249 0.216 3.473
51 H 6.700 1.313 2.219
52 H -5.111 -3.073 3.295
53 H -2.245 2.324 -8.200
54 H 2.832 -5.577 -2.297
55 H 6.624 2.616 4.722
56 H -1.978 -1.279 -3.260
57 H -4.360 1.302 -1.615
58 H 0.271 2.427 -5.868
59 H 2.880 4.915 2.614
60 H -2.573 0.525 -0.098
61 H -3.279 3.294 -7.132
62 H -2.137 -2.831 -2.428
63 H -1.514 3.423 -7.015
64 H 1.509 1.093 4.636
65 H -3.585 -1.861 -2.728
66 H 2.004 -2.769 -0.525
67 H -3.090 0.966 -6.311
68 H 1.919 -6.429 -3.550
69 H -4.375 -1.959 0.603
70 H -0.771 3.404 -4.793
71 H -0.175 -0.433 1.033
72 H 2.939 3.246 2.021
73 H 5.030 2.701 2.055
74 H 2.759 -3.257 -2.058
75 H 4.386 1.142 4.765
76 H 2.718 -0.382 3.053
77 H 0.209 2.089 -4.133
78 H 1.935 3.329 4.829

Values from the calculation:
HOMO-LUMO gap: 0.214 hartree
lowest unoccupied orbital energy: 2.066 eV
HOMO: -3.756 eV
F_max: 2.447 eV Å⁻¹
molecular weight: 482.4 Da
net charge: -1

Formally, the Mulliken partial charges of the atoms, in units of the elementary charge, are as follows: number 1, O, carries -0.592; number 2, O, carries -0.639; number 3, O, carries -0.585; number 4, O, carries -0.671; number 5, O, carries -0.922; number 6, O, carries -0.615; number 7, O, carries -0.320; number 8, O, carries -0.684; number 9, N, carries -0.045; number 10, N, carries -0.155; number 11, N, carries 0.055; number 12, N, carries -0.038; number 13, N, carries -0.309; number 14, C, carries 0.889; number 15, C, carries 0.136; number 16, C, carries -0.736; number 17, C, carries 0.679; number 18, C, carries -1.356; number 19, C, carries -0.484; number 20, C, carries -0.759; number 21, C, carries -1.368; number 22, C, carries 0.727; number 23, C, carries -0.169; number 24, C, carries -1.285; number 25, C, carries -1.003; number 26, C, carries -1.344; number 27, C, carries -0.860; number 28, C, carries 0.288; number 29, C, carries -0.891; number 30, C, carries 0.917; number 31, C, carries -0.922; number 32, C, carries -0.839; number 33, B, carries 1.109; number 34, H, carries -0.317; number 35, H, carries 0.328; number 36, H, carries 0.319; number 37, H, carries 0.275; number 38, H, carries 0.377; number 39, H, carries 0.064; number 40, H, carries 0.352; number 41, H, carries -0.173; number 42, H, carries 0.227; number 43, H, carries 0.322; number 44, H, carries 0.272; number 45, H, carries 0.359; number 46, H, carries 0.293; number 47, H, carries 0.259; number 48, H, carries 0.272; number 49, H, carries 0.268; number 50, H, carries 0.209; number 51, H, carries 0.367; number 52, H, carries 0.377; number 53, H, carries 0.287; number 54, H, carries 0.349; number 55, H, carries 0.430; number 56, H, carries 0.256; number 57, H, carries 0.301; number 58, H, carries 0.407; number 59, H, carries 0.464; number 60, H, carries 0.254; number 61, H, carries 0.287; number 62, H, carries 0.326; number 63, H, carries 0.344; number 64, H, carries 0.241; number 65, H, carries 0.424; number 66, H, carries 0.300; number 67, H, carries 0.232; number 68, H, carries 0.298; number 69, H, carries 0.081; number 70, H, carries 0.366; number 71, H, carries -0.408; number 72, H, carries 0.289; number 73, H, carries 0.328; number 74, H, carries 0.371; number 75, H, carries 0.213; number 76, H, carries 0.207; number 77, H, carries 0.289; number 78, H, carries 0.405


No. 2
Molecular formula: C19H25N5O2
Method: DFT, ωB97M-V/def2-TZVPD

Element x y z (Å)
1 O -5.726 -0.616 2.986
2 O -1.392 0.579 3.588
3 N -2.897 -0.232 -0.724
4 N -1.092 0.336 0.481
5 N -0.918 0.164 -1.926
6 N -4.465 -0.483 1.097
7 N -3.545 -0.048 3.196
8 C -1.642 -0.271 -3.104
9 C 3.328 -0.382 1.453
10 C 2.079 -0.963 2.126
11 C 3.514 1.115 1.674
12 C -3.233 -0.219 0.580
13 C -5.562 -0.832 0.223
14 C -2.146 0.128 1.366
15 C 0.825 -0.979 1.252
16 C 1.495 0.690 -2.154
17 C 1.777 -0.661 -2.295
18 C 3.089 -1.103 -2.331
19 C 4.132 -0.198 -2.228
20 C 0.270 0.418 0.961
21 C 0.072 1.202 -2.152
22 C -4.658 -0.400 2.458
23 C 2.547 1.593 -2.047
24 C -1.608 0.102 -0.756
25 C 3.857 1.152 -2.084
26 C -2.244 0.258 2.780
27 H -3.710 0.017 4.194
28 H -5.689 -0.057 -0.531
29 H -0.130 1.655 -3.131
30 H 3.296 -2.157 -2.438
31 H 5.154 -0.544 -2.254
32 H 4.207 -0.889 1.858
33 H 3.556 1.338 2.737
34 H 0.240 0.992 1.891
35 H 1.864 -0.412 3.043
36 H 2.703 1.690 1.237
37 H -6.458 -0.921 0.835
38 H 0.898 0.924 0.233
39 H 4.665 1.863 -1.998
40 H 0.053 -1.544 1.781
41 H -0.042 2.000 -1.411
42 H 2.336 2.647 -1.935
43 H -5.353 -1.779 -0.276
44 H 3.296 -0.592 0.383
45 H 4.445 1.445 1.218
46 H 1.034 -1.491 0.310
47 H -0.923 -0.526 -3.882
48 H 2.286 -1.998 2.407
49 H -2.233 -1.146 -2.846
50 H 0.965 -1.369 -2.370
51 H -2.320 0.503 -3.475

Values from the calculation:
HOMO-LUMO gap: 0.309 hartree
lowest unoccupied orbital energy: 0.630 eV
HOMO: -7.782 eV
F_max: 1.404 eV Å⁻¹
SMILES: CCCCCn1c(N(C)Cc2ccccc2)nc2c1c(=O)[nH]c(=O)n2C
molecular weight: 355.4 Da
net charge: 0

Formally, the Mulliken partial charges of the atoms, in units of the elementary charge, are as follows: number 1, O, carries -0.673; number 2, O, carries -0.680; number 3, N, carries -0.813; number 4, N, carries 0.175; number 5, N, carries 0.553; number 6, N, carries -0.018; number 7, N, carries -0.055; number 8, C, carries -1.244; number 9, C, carries 0.309; number 10, C, carries -1.196; number 11, C, carries -1.291; number 12, C, carries 0.891; number 13, C, carries -1.067; number 14, C, carries -0.100; number 15, C, carries -0.056; number 16, C, carries 1.101; number 17, C, carries -0.310; number 18, C, carries -0.704; number 19, C, carries -0.495; number 20, C, carries -0.534; number 21, C, carries -1.805; number 22, C, carries 0.496; number 23, C, carries -0.416; number 24, C, carries 0.258; number 25, C, carries -0.544; number 26, C, carries 0.102; number 27, H, carries 0.237; number 28, H, carries 0.315; number 29, H, carries 0.533; number 30, H, carries 0.379; number 31, H, carries 0.386; number 32, H, carries 0.421; number 33, H, carries 0.410; number 34, H, carries 0.688; number 35, H, carries 0.414; number 36, H, carries 0.211; number 37, H, carries 0.405; number 38, H, carries -0.513; number 39, H, carries 0.431; number 40, H, carries 0.476; number 41, H, carries 0.420; number 42, H, carries 0.415; number 43, H, carries 0.305; number 44, H, carries -0.301; number 45, H, carries 0.352; number 46, H, carries 0.251; number 47, H, carries 0.410; number 48, H, carries 0.369; number 49, H, carries 0.394; number 50, H, carries 0.349; number 51, H, carries 0.362


No. 3
Molecular formula: C8H40O12
Method: DFT, ωB97M-V/def2-TZVPD

Element x y z (Å)
1 O 2.208 -0.381 1.913
2 O 0.654 1.796 -2.473
3 O -1.116 0.744 0.886
4 O -0.097 -0.006 -1.794
5 O 2.321 1.589 2.635
6 O -1.339 -1.407 -1.721
7 O -1.216 -0.534 3.572
8 O -2.064 0.194 -0.781
9 O -3.418 0.112 0.792
10 O -0.146 -2.367 -0.427
11 O 0.943 -1.904 1.126
12 O -1.352 1.244 2.573
13 C 0.942 -0.916 -2.250
14 C 0.192 0.418 0.439
15 C 1.260 -0.604 -3.667
16 C 1.778 2.116 -1.692
17 C -3.830 -1.100 0.210
18 C 1.542 2.275 1.712
19 C -2.052 -1.122 2.560
20 C 2.662 0.861 -1.434
21 H 1.791 -1.070 -1.584
22 H 0.273 -3.208 -0.610
23 H 2.340 2.951 -2.110
24 H 0.391 -0.540 -4.323
25 H 0.521 1.333 -0.053
26 H -1.671 -0.508 -1.301
27 H 0.945 -1.009 1.465
28 H 1.919 -1.385 -4.048
29 H -1.740 0.414 0.236
30 H 0.828 0.103 1.266
31 H 0.487 2.012 1.788
32 H -1.893 -0.549 1.647
33 H 1.663 0.406 -3.740
34 H 0.386 -1.978 0.267
35 H 3.191 0.530 -2.327
36 H 0.258 2.643 -2.689
37 H 1.514 3.340 1.946
38 H 0.358 0.839 -1.778
39 H 0.148 -0.478 -0.181
40 H -1.186 2.179 2.696
41 H 2.118 0.010 -1.025
42 H -4.442 -1.672 0.908
43 H -1.792 -2.177 2.479
44 H -2.768 0.535 -1.332
45 H -2.775 0.529 0.215
46 H -1.043 1.061 1.685
47 H -2.977 -1.682 -0.141
48 H 1.363 2.428 -0.734
49 H -1.345 0.405 3.424
50 H 3.355 1.135 -0.638
51 H -0.631 -0.808 -1.957
52 H 0.443 -1.885 -2.230
53 H 2.468 -0.479 2.829
54 H 2.124 0.650 2.614
55 H -4.448 -0.755 -0.619
56 H 1.129 -2.450 1.889
57 H 2.955 -0.711 1.414
58 H 1.910 2.005 0.723
59 H -0.938 -2.024 -1.109
60 H -3.098 -1.151 2.865

Values from the calculation:
HOMO-LUMO gap: 0.247 hartree
lowest unoccupied orbital energy: -0.455 eV
HOMO: -7.164 eV
F_max: 19.353 eV Å⁻¹
molecular weight: 328.4 Da
net charge: 0

Formally, the Mulliken partial charges of the atoms, in units of the elementary charge, are as follows: number 1, O, carries -0.391; number 2, O, carries -0.374; number 3, O, carries -0.857; number 4, O, carries -0.545; number 5, O, carries -0.736; number 6, O, carries -1.182; number 7, O, carries -0.767; number 8, O, carries -0.665; number 9, O, carries -0.641; number 10, O, carries -0.676; number 11, O, carries -0.554; number 12, O, carries -0.683; number 13, C, carries -0.679; number 14, C, carries -0.235; number 15, C, carries -1.700; number 16, C, carries -1.151; number 17, C, carries -0.561; number 18, C, carries 0.499; number 19, C, carries -0.322; number 20, C, carries -0.192; number 21, H, carries 0.475; number 22, H, carries 0.227; number 23, H, carries 0.482; number 24, H, carries 0.366; number 25, H, carries 2.183; number 26, H, carries -0.411; number 27, H, carries -0.210; number 28, H, carries 0.397; number 29, H, carries -0.780; number 30, H, carries 2.068; number 31, H, carries -0.308; number 32, H, carries 0.307; number 33, H, carries 0.293; number 34, H, carries 0.384; number 35, H, carries 0.364; number 36, H, carries 0.393; number 37, H, carries 0.405; number 38, H, carries 0.339; number 39, H, carries -3.560; number 40, H, carries 0.233; number 41, H, carries -0.445; number 42, H, carries 0.300; number 43, H, carries 0.276; number 44, H, carries 0.253; number 45, H, carries 1.037; number 46, H, carries 0.796; number 47, H, carries 0.157; number 48, H, carries 1.136; number 49, H, carries 0.389; number 50, H, carries 0.440; number 51, H, carries 1.666; number 52, H, carries 0.697; number 53, H, carries 0.407; number 54, H, carries 0.330; number 55, H, carries 0.266; number 56, H, carries 0.326; number 57, H, carries 0.294; number 58, H, carries -0.212; number 59, H, carries 0.307; number 60, H, carries 0.344


No. 4
Molecular formula: CH5BO2
Method: DFT, ωB97M-V/def2-TZVPD

Element x y z (Å)
1 O -0.898 1.341 -0.057
2 O -1.575 -1.221 0.062
3 C 1.246 -0.038 0.198
4 B -0.289 0.253 0.178
5 H 1.301 -1.209 0.038
6 H -1.835 1.506 0.117
7 H 1.769 0.228 1.133
8 H 1.768 0.556 -0.724
9 H -1.488 -1.415 -0.945

Values from the calculation:
HOMO-LUMO gap: 0.368 hartree
lowest unoccupied orbital energy: 0.336 eV
HOMO: -9.664 eV
F_max: 5.230 eV Å⁻¹
molecular weight: 59.9 Da
net charge: 0

Formally, the Mulliken partial charges of the atoms, in units of the elementary charge, are as follows: number 1, O, carries -0.429; number 2, O, carries -0.685; number 3, C, carries -0.730; number 4, B, carries 0.436; number 5, H, carries 0.228; number 6, H, carries 0.357; number 7, H, carries 0.309; number 8, H, carries 0.252; number 9, H, carries 0.263


No. 5
Molecular formula: C3H6N2O2S
Method: DFT, ωB97M-V/def2-TZVPD

Element x y z (Å)
1 S -2.777 -0.929 -0.553
2 O 2.734 -0.706 -0.719
3 O -0.298 2.009 -0.069
4 N -1.443 1.241 -0.321
5 N 1.621 -0.125 -0.184
6 C -1.572 -0.040 0.031
7 C -0.473 -0.512 0.994
8 C 0.702 -0.923 0.180
9 H -0.183 0.258 1.729
10 H 3.309 0.042 -1.006
11 H 0.490 1.477 -0.389
12 H -0.880 -1.391 1.534
13 H 0.804 -1.947 -0.160
14 H -2.033 1.544 -1.069

Values from the calculation:
HOMO-LUMO gap: 0.338 hartree
lowest unoccupied orbital energy: 0.551 eV
HOMO: -8.659 eV
F_max: 1.995 eV Å⁻¹
SMILES: O/N=C/CC(=S)NO
molecular weight: 134.2 Da
net charge: 0

Formally, the Mulliken partial charges of the atoms, in units of the elementary charge, are as follows: number 1, S, carries -0.384; number 2, O, carries -0.415; number 3, O, carries -0.423; number 4, N, carries -0.079; number 5, N, carries -0.357; number 6, C, carries 0.271; number 7, C, carries -0.778; number 8, C, carries 0.084; number 9, H, carries 0.308; number 10, H, carries 0.360; number 11, H, carries 0.426; number 12, H, carries 0.281; number 13, H, carries 0.484; number 14, H, carries 0.222